[1]
A structure of composition C39H38AsBaCl4N11O4P2. Source: the Open Molecules 2025 dataset; level of theory: ωB97M-V with the def2-TZVPD basis set.

**Gap between HOMO and LUMO**: 4.9 eV
**Net charge**: -2
**E_HOMO**: -1.277 eV
**E**: -195847.727 eV
**Relative energy (zero: lowest compared OMol25 entry of this formula, charge and spin)**: 10.6 kcal/mol

Element x y z (Å)
Ba 1.20427 -1.30235 -0.09674
N 4.44313 1.16752 -2.00208
C 3.16592 1.70457 -1.86970
N 2.73746 2.72500 -2.60992
N 1.50268 2.96742 -2.13871
N 1.22991 2.13485 -1.18367
N 2.27046 1.30989 -0.97255
C 4.68547 -0.20839 -1.91906
N 5.73256 -0.75201 -2.52786
N 5.64194 -2.05930 -2.21688
N 4.61275 -2.26411 -1.45926
N 3.96730 -1.09497 -1.23816
H 4.94890 1.58336 -2.76874
O -0.82058 -0.43309 -1.69197
P -2.01273 0.39137 -1.35749
C -1.65053 2.02923 -0.65738
P -0.75482 1.96130 0.92727
O 0.11527 0.78707 1.16052
C -2.08754 1.95452 2.16176
C -2.97356 3.02176 2.30882
C -3.99665 2.95650 3.23973
C -4.13377 1.81870 4.02928
C -3.25496 0.75722 3.88254
C -2.22459 0.81334 2.94811
C 0.07949 3.54556 1.14104
C -0.35316 4.73639 0.57288
C 0.34764 5.91130 0.80298
C 1.48499 5.89603 1.59701
C 1.92512 4.70342 2.15601
C 1.22652 3.52843 1.92895
C -2.91908 0.81737 -2.86609
C -4.23251 0.43898 -3.11468
C -4.83046 0.75753 -4.32804
C -4.11545 1.44921 -5.29340
C -2.79737 1.81928 -5.05332
C -2.19763 1.50411 -3.84544
C -3.13248 -0.40408 -0.20029
C -2.74910 -1.62595 0.34130
C -3.52467 -2.21928 1.33206
C -4.68693 -1.60239 1.75820
C -5.08162 -0.38257 1.21187
C -4.30145 0.22112 0.24473
H -2.60250 2.55038 -0.51937
H -1.02406 2.55264 -1.38170
H -2.85617 3.91582 1.70436
H -4.68109 3.78872 3.35535
H -4.93321 1.76177 4.75920
H -3.36638 -0.13565 4.48332
H -1.54647 -0.03171 2.81393
H -1.21890 4.75055 -0.07949
H 0.01728 6.83437 0.34309
H 2.04015 6.81096 1.76428
H 2.82630 4.68444 2.75641
H 1.58028 2.58393 2.32510
H -4.78617 -0.11257 -2.36515
H -5.85335 0.45740 -4.51885
H -4.58175 1.69410 -6.23999
H -2.23207 2.34770 -5.81031
H -1.16149 1.77437 -3.66597
H -1.83380 -2.10963 0.02849
H -3.18612 -3.14244 1.78517
H -5.27999 -2.05831 2.54163
H -5.97945 0.10843 1.56630
H -4.59167 1.18890 -0.15172
Cl -0.49301 -7.49753 3.75861
C -0.47382 -5.81228 3.31755
C -0.98805 -4.86275 4.16845
Cl -1.66531 -5.32657 5.70634
C -0.96516 -3.50723 3.78476
Cl -1.60160 -2.29093 4.87019
C -0.43001 -3.05554 2.56984
O -0.40004 -1.82985 2.20259
C 0.10097 -4.07781 1.65928
O 0.57236 -3.69287 0.52755
C 0.06399 -5.41001 2.07769
Cl 0.69847 -6.60332 0.97588
C 5.07570 1.24272 1.33304
N 4.43435 0.74084 2.55169
C 5.18264 0.84830 3.79136
C 3.70026 -0.35804 2.37180
N 3.09266 -1.28385 2.05154
H 5.30488 2.29972 1.47136
H 4.38876 1.13523 0.49462
H 5.99657 0.69426 1.10982
H 5.41767 1.89801 3.97008
H 6.11853 0.27799 3.75524
H 4.57463 0.47932 4.61455
C 2.73692 -2.07386 -4.44155
As 1.78505 -3.04061 -3.03023
C 2.79281 -4.70990 -3.10823
C 0.23501 -3.61501 -4.09929
H 2.74691 -2.65187 -5.36822
H 3.76022 -1.89013 -4.11198
H 2.24875 -1.11390 -4.61360
H 2.85540 -5.07729 -4.13465
H 2.29937 -5.44694 -2.47479
H 3.78778 -4.51205 -2.71246
H 0.54821 -4.08055 -5.03648
H -0.39016 -2.74704 -4.31257
H -0.35121 -4.32665 -3.51749

Mulliken atomic charge list, values in e, 6 entries: 0.65 -0.07 -0.09 -0.88 -0.87 0.90

[2]
A cluster of 9 separate species, C39H38BF4O23 in total. Source: the Open Molecules 2025 dataset; level of theory: ωB97M-V with the def2-TZVPD basis set.

**Gap between HOMO and LUMO**: 6.4 eV
**Net charge**: -1
**E_HOMO**: -6.811 eV
**E**: -99686.639 eV
**Relative energy (zero: lowest compared OMol25 entry of this formula, charge and spin)**: 55.3 kcal/mol

Element x y z (Å)
B -1.34346 0.69950 0.72214
F -2.30646 1.55950 0.21214
F -0.47946 1.52250 1.60014
F -1.81846 -0.45950 1.29814
F -0.47046 0.32350 -0.34686
C 3.91354 4.81450 -0.49086
C 4.73354 3.57050 -0.15686
C 4.05454 2.37350 0.46714
O 4.71254 1.27450 0.62514
C 2.65454 2.41250 0.60814
C 1.87454 3.74250 0.39914
C 2.49854 4.94850 -0.22686
O 1.89354 6.00850 -0.28886
O 0.52154 3.81450 0.73514
O 6.03554 3.52150 -0.38286
H 4.24354 5.65750 -0.94486
H 1.99354 1.63650 0.93214
H 0.16154 3.16050 1.26814
H 6.30254 2.65550 -0.15986
C 2.21354 -4.28950 0.27214
C 2.13154 -2.81350 0.68414
C 3.32054 -2.07250 1.21514
O 3.33054 -0.94750 1.62914
C 4.57454 -2.73350 1.18714
C 4.72254 -4.21950 0.52714
C 3.50154 -4.97950 0.17214
O 3.52754 -6.11550 -0.21686
O 5.84154 -4.68150 -0.05586
O 0.98254 -2.13350 0.94314
H 1.19754 -4.84450 0.01514
H 5.57254 -2.09950 1.25914
H 5.61254 -5.40950 -0.73986
H 1.21354 -1.23750 0.81014
C -3.67646 -2.08650 -4.67786
C -4.25346 -3.01550 -3.56986
C -4.10446 -2.67350 -2.13886
O -4.44846 -3.45550 -1.31486
C -3.41446 -1.46750 -1.74786
C -2.75446 -0.61050 -2.88686
C -3.00446 -0.88850 -4.25486
O -2.60146 0.03150 -5.06086
O -2.07846 0.51450 -2.64686
O -4.87746 -4.14150 -3.92886
H -3.78046 -2.32450 -5.52486
H -3.14346 -1.18250 -0.75486
H -1.65946 0.44750 -1.77286
H -5.31546 -4.47150 -3.07486
C -1.47646 6.09050 -3.28586
C -0.17646 5.42350 -3.48586
C 0.17254 4.19250 -2.81386
O 1.27454 3.73850 -2.83086
C -0.78946 3.50550 -2.01186
C -2.25446 4.16850 -1.89286
C -2.59146 5.38550 -2.66686
O -3.78346 5.82650 -2.72586
O -3.23246 3.57550 -1.14986
O 0.89054 6.05150 -4.18586
H -1.77746 7.05750 -3.82786
H -0.50746 2.70450 -1.63886
H -2.98446 2.96350 -0.55886
H 1.75854 5.79450 -3.91286
C -3.20446 -7.07650 2.24114
C -2.67146 -7.20850 0.80014
C -1.98346 -6.07350 0.16814
O -1.56846 -6.14350 -0.97286
C -1.82746 -4.87550 0.95514
C -2.24246 -4.74450 2.36214
C -2.97346 -5.87950 3.00814
O -3.16146 -5.85750 4.18014
O -1.95246 -3.70650 3.10314
O -2.85146 -8.30450 0.10314
H -3.64246 -7.98550 2.72514
H -1.33246 -4.12750 0.37714
H -1.73146 -2.92550 2.57614
H -2.81646 -8.20650 -0.89086
C -3.43546 1.78150 3.85514
C -3.71946 3.24650 3.67214
O -4.76246 3.84150 3.84214
C -2.53146 4.11150 3.22714
H -2.69346 1.61350 4.52614
H -3.01746 1.33750 2.75314
H -4.53246 1.33050 3.97114
H -1.83646 3.91750 3.82714
H -2.92846 5.23250 3.19914
H -2.32446 3.53650 2.17714
C 1.84454 1.16650 4.00714
C 2.15854 0.04950 4.90014
O 1.24154 -0.67050 5.43214
C 3.59054 -0.48350 5.17714
H 0.85154 1.11350 3.55714
H 2.66654 1.30550 3.36014
H 1.54354 1.93550 4.62014
H 3.65854 -0.84150 6.21614
H 4.65454 0.15250 5.13414
H 3.83954 -1.22950 4.33014
C 1.11054 0.80050 -4.67886
C 2.20754 0.32550 -3.83686
O 3.16254 -0.17450 -4.40886
C 2.07954 0.36650 -2.39986
H 1.08454 1.74750 -4.93986
H 0.27454 0.39550 -4.26786
H 1.22754 0.41750 -5.67486
H 1.35254 0.99650 -1.87286
H 2.83354 0.65250 -1.70386
H 2.03054 -0.67350 -1.96586

Mulliken atomic charge list, values in e, 6 entries: 0.34 -0.26 -0.35 -0.15 0.14 -1.19

[3]
A cluster of 7 separate species, C39H38BN6O14P in total. Source: the Open Molecules 2025 dataset; level of theory: ωB97M-V with the def2-TZVPD basis set.

**Gap between HOMO and LUMO**: 6.2 eV
**E_HOMO**: -7.277 eV
**E**: -88609.169 eV
**Relative energy (zero: lowest compared OMol25 entry of this formula, charge and spin)**: 80.9 kcal/mol

Element x y z (Å)
C 1.34237 -2.25519 -3.90698
C 2.26524 -2.35083 -5.09939
B 3.82779 -1.83091 -5.09426
C 5.05953 -2.92527 -5.18486
P 4.34914 0.03382 -5.02859
O 4.13375 0.70760 -3.43319
O 3.24670 0.80172 -6.18832
H 0.85885 -3.27970 -3.54717
H 1.07322 -1.20999 -3.40864
H 1.83333 -2.85416 -6.07049
H 5.29576 -3.33210 -4.10555
H 4.72452 -3.79667 -5.92851
H 6.04426 -2.40870 -5.57583
H 3.14698 0.90453 -3.26921
H 3.57700 0.46740 -7.09395
C -1.73163 -3.68183 1.35160
C -2.79286 -3.33116 0.51556
C -2.63112 -2.32066 -0.43425
C -1.39526 -1.66808 -0.54177
C -0.33057 -2.01283 0.30145
C -0.50518 -3.02306 1.24941
N -1.21113 -0.62253 -1.55538
O -2.18264 -0.33305 -2.26958
O -0.09425 -0.09231 -1.64179
H -1.86080 -4.47425 2.08685
H -3.74614 -3.84816 0.60225
H -3.46783 -2.05914 -1.07836
H 0.63240 -1.51119 0.23217
H 0.31620 -3.30005 1.90657
C -2.89945 2.06225 4.33298
C -3.84538 1.65225 5.27387
C -4.13603 0.29543 5.42859
C -3.46706 -0.64692 4.63535
C -2.52259 -0.23753 3.68464
C -2.24239 1.12239 3.53703
N -3.74962 -2.07653 4.81098
O -4.60542 -2.39738 5.64905
O -3.11366 -2.88068 4.11460
H -2.67209 3.12089 4.21990
H -4.35438 2.39084 5.88946
H -4.87569 -0.00793 6.16630
H -1.99963 -0.95779 3.05896
H -1.50861 1.45001 2.80390
C 5.73452 -5.74116 -10.08861
C 5.93783 -5.13460 -8.84809
C 5.90385 -3.74336 -8.73536
C 5.65980 -2.96584 -9.87584
C 5.46300 -3.57184 -11.12384
C 5.50209 -4.96396 -11.22463
N 5.59755 -1.50399 -9.75925
O 5.79569 -1.00481 -8.64155
O 5.34644 -0.85317 -10.78366
H 5.75634 -6.82652 -10.17051
H 6.11989 -5.74702 -7.96755
H 6.06413 -3.28594 -7.76149
H 5.27756 -2.98031 -12.01795
H 5.34750 -5.44398 -12.18844
C -1.60017 6.72430 9.36292
C -1.61148 5.39366 9.78413
C -2.48953 4.48099 9.19637
C -3.35268 4.91263 8.17979
C -3.34881 6.24961 7.76034
C -2.46821 7.15376 8.35759
N -4.26016 3.95238 7.54035
O -4.24714 2.78288 7.95243
O -4.98399 4.36479 6.62274
H -0.90981 7.43099 9.82029
H -0.93300 5.06687 10.56925
H -2.48606 3.44748 9.53577
H -4.01679 6.59923 6.97591
H -2.45547 8.19309 8.03684
C 2.79090 -8.41478 -1.38051
C 2.94171 -7.71591 -2.57925
C 1.94463 -6.83727 -3.00729
C 0.79745 -6.66187 -2.22116
C 0.63998 -7.36800 -1.02114
C 1.64266 -8.24607 -0.60484
N -0.24267 -5.72051 -2.65297
O -0.07523 -5.12901 -3.72991
O -1.22617 -5.56800 -1.91440
H 3.57362 -9.09453 -1.04809
H 3.83880 -7.85385 -3.17904
H 2.07722 -6.30001 -3.94384
H -0.24742 -7.24518 -0.40375
H 1.53115 -8.79655 0.32671
C -3.78706 11.12174 3.76495
C -3.78776 10.26036 2.66670
C -3.31828 8.95251 2.80276
C -2.85251 8.51434 4.05009
C -2.84351 9.37934 5.15243
C -3.31286 10.68593 5.00342
N -2.38146 7.13291 4.20574
O -2.38742 6.40419 3.20243
O -2.00889 6.77325 5.33174
H -4.15936 12.13888 3.65534
H -4.15753 10.60781 1.70435
H -3.32547 8.29352 1.93729
H -2.48023 9.05394 6.12500
H -3.31280 11.36412 5.85389

Mulliken atomic charge list, values in e, 6 entries: -0.36 -0.18 0.48 -0.72 0.07 -0.48